Entry 1:
Here is C34H37AlN5 as an isolated structure from OMol25. Energies are from ωB97M-V/def2-TZVPD.

Geometry as ORCA input:
```
! RIJCOSX wB97M-V def2-TZVPD def2/J DEFGRID3
* xyz -1 1
C -1.14677 2.26642 -0.64828
H 4.88180 3.16642 0.89013
H -2.40981 -3.63716 -1.82978
H 3.03563 -0.58203 -0.62407
C -1.41805 -2.90329 1.46386
C -0.13455 -1.47481 -1.72257
H -4.00464 1.81460 -3.28525
C -0.36965 1.41453 -5.96915
H -0.01159 3.57803 6.53464
C 3.10527 1.94542 0.72056
H -3.98631 0.53869 -4.49549
C -1.14929 -2.09947 -0.97209
H 0.10839 4.08425 4.03833
H -1.02666 -1.06360 -3.63477
C -0.10178 -1.47591 -3.20665
C -0.59173 0.69344 3.96456
C -3.39367 1.00947 -3.69785
H -2.46136 -3.09053 1.18705
N 3.66940 0.66661 5.89452
H -3.24848 0.26233 -2.90438
H -3.93885 3.76308 -0.04144
H -3.39100 3.57590 -2.74281
H 0.80779 3.16657 -1.93768
H -0.36986 2.20322 2.41402
H 2.70971 -2.02860 -1.59875
H -1.39986 -2.20405 2.31786
C 4.33361 2.28867 2.77855
H -0.97118 -3.85197 1.79649
H 1.08512 -1.76527 2.50335
C -0.35742 2.04049 3.49096
H 0.00295 -2.50118 -3.61044
H 2.49978 -1.46824 1.46755
C 0.20696 2.14116 -3.69740
C -0.69184 -2.27260 0.34894
H 1.06534 0.90486 -7.50609
C 3.60051 0.98162 4.76241
N -0.86669 0.58414 5.29593
C 0.01089 1.20159 -7.42109
H 2.99008 2.10393 -0.35778
C 2.41790 0.82459 2.63452
H -0.75825 1.35402 7.25483
H -3.22172 -2.53555 -0.70846
H 5.08420 2.80239 3.38308
C 4.17615 2.51531 1.41207
N -1.85067 3.25385 0.01303
H 2.40752 -0.42477 -2.27467
C -1.67911 1.19246 -5.52830
N 2.13177 1.22486 1.35911
H 0.73511 -0.89125 -3.60344
C 2.33919 -1.01547 -1.34978
Al 0.08632 0.60824 0.74617
H -1.37113 -0.24873 2.31796
H 1.69276 0.15358 3.10463
H -0.60862 0.42457 -7.89270
C 1.56332 -2.03173 1.53997
H -2.39649 0.76849 -6.24586
C 3.47394 1.35646 3.36907
C -0.11471 3.07252 4.38548
H 2.11415 3.00958 -3.14831
H 1.60847 1.61709 -2.16662
C 0.57521 1.82620 -5.02684
C -0.62988 1.55310 6.16828
H 1.61675 1.90052 -5.36335
C -2.45444 -2.58821 -1.49180
C 1.24106 2.51187 -2.69562
C -2.76914 3.22145 -1.91344
H -2.79517 -1.98289 -2.34320
H -0.11368 2.11979 -8.01898
C -0.22448 2.84292 5.76387
C 0.60976 -1.68601 0.46032
C -2.06427 1.46905 -4.19197
C -3.04511 3.40592 -0.58442
C 0.94695 -1.12858 -0.85135
C -0.50288 -0.47160 3.06336
C -1.12514 2.01568 -3.29255
N -1.59214 2.42616 -2.01198
H 1.81292 -3.10986 1.57809
*
```

For the orbital gap (alpha / beta), the calculation gives 4.46 / 4.46 eV. Its HOMO energy (alpha / beta) is -2.94 / -2.94 eV.

Atomic partial charges in e from the Mulliken method, atoms 1 to 8: atom 1 (C): -0.51, atom 2 (H): 0.43, atom 3 (H): 0.28, atom 4 (H): 0.27, atom 5 (C): -1.01, atom 6 (C): 0.59, atom 7 (H): 0.42, atom 8 (C): 0.98

Entry 2:
Here is C16H26AlN3O2 as an isolated structure from OMol25. Energies are from ωB97M-V/def2-TZVPD.

Geometry as ORCA input:
```
! RIJCOSX wB97M-V def2-TZVPD def2/J DEFGRID3
* xyz 2 1
H -0.85964 0.35295 2.64655
C -1.31215 0.30522 -1.74882
H 2.47614 3.69879 1.49518
C 2.62497 0.87115 1.84123
H 1.24052 -1.35123 4.68589
H -2.14072 -1.83558 -0.22240
O 3.79682 0.91235 1.98760
C -2.27008 0.77061 1.16459
H -2.63756 2.22948 -0.40190
H -2.94789 0.06880 0.68026
H -0.34483 0.45422 5.37524
C 1.54159 1.39304 2.73759
H 1.43908 2.99817 0.29004
H -2.32836 0.06096 -1.44390
H -0.74904 3.88314 2.85535
C -0.72728 2.18274 4.16137
N -0.74872 1.27089 -0.73439
C -0.45324 -0.94676 -1.83948
C -1.80421 1.84605 0.18524
H -1.62350 2.89149 5.96961
C -0.25723 2.94461 3.09096
H -1.33920 2.67055 0.72351
H -0.45241 -1.87587 2.34323
H -2.81573 1.23230 1.98586
C 1.90333 -0.57672 4.30012
H -2.41626 3.47717 4.51146
N -1.09722 0.00855 1.70346
C -0.01691 1.03298 4.51748
H 0.69212 -2.05222 -0.52961
H -2.65520 1.80901 5.05764
H -0.30069 2.04079 -1.22708
H -2.20760 -1.75727 2.21739
C 0.87364 2.57025 2.36751
H 0.48025 -0.74399 -2.36706
C 1.13189 0.62741 3.83462
H -0.97886 -1.73260 -2.38189
H -1.08740 -3.11740 0.33646
H 0.88352 4.39654 1.22086
C -1.92571 2.61449 4.95876
C -1.21483 -2.03723 0.31428
O 2.04311 0.25083 0.75233
H -1.38030 0.78862 -2.72135
H 2.56410 -0.28481 5.11887
Al 0.37297 0.24564 0.47906
C -1.26939 -1.47701 1.73809
C 1.43313 3.45892 1.28273
N -0.08596 -1.39964 -0.45870
H 2.53853 -0.99960 3.52286
*
```

For the orbital gap, the calculation gives 9.73 eV. Its HOMO energy is -15.50 eV.

Atomic partial charges in e from the natural (NBO) method, atoms 1 to 8: atom 1 (H): 0.49, atom 2 (C): -0.25, atom 3 (H): 0.27, atom 4 (C): 0.79, atom 5 (H): 0.23, atom 6 (H): 0.22, atom 7 (O): -0.45, atom 8 (C): -0.25

Entry 3:
Here is one molecule with the formula C20H23N3O from OMol25. Energies are from ωB97M-V/def2-TZVPD.

Geometry as ORCA input:
```
! RIJCOSX wB97M-V def2-TZVPD def2/J DEFGRID3
* xyz 0 1
C -0.34942 5.04275 2.39874
C 0.90282 -0.72908 1.65988
H -0.06657 5.42643 0.29960
H -0.27583 -0.43508 -3.78284
H -2.45764 -0.35135 1.24126
H -1.63177 0.16218 2.72043
C 1.58649 -2.91841 0.91727
C -0.66566 4.10362 3.38214
H -0.00695 -4.20418 0.30376
H 1.24698 -3.56837 -4.36570
H 0.91264 -0.36649 -1.08837
N -0.63586 2.77644 -0.50403
N 0.26518 -0.74571 -2.99130
C -1.49974 -0.00358 1.64677
C -0.95805 1.53512 -0.27330
H -1.62791 -2.52928 -4.14039
H -0.68127 4.41145 4.41729
C -0.42776 -1.03977 1.41246
H 0.86267 1.07059 -2.14287
H 1.16162 0.25123 2.03607
C 0.84272 -1.96676 -3.02421
O 1.53067 -2.40221 -2.12544
C -0.88837 -3.32467 -4.20956
C 2.66096 -3.90136 0.58420
C -0.95779 2.79254 3.06420
N -1.15437 1.26547 1.05548
H 2.34660 -4.91809 0.80965
C -0.74339 -2.30160 0.92909
C -0.31140 4.70525 1.06263
C 0.25205 -3.22919 0.68953
H -1.19834 2.07520 3.83587
C 0.34101 0.14933 -1.86320
C -1.06101 0.51486 -1.35097
H -0.12911 6.05669 2.69875
H -1.77662 -2.55949 0.73696
C -0.92264 2.44422 1.72332
H 2.86060 -3.83434 -0.48488
C 0.52712 -2.75347 -4.28714
H -1.63190 0.94818 -2.17614
H 3.57888 -3.68114 1.12344
C 1.89568 -1.65830 1.41252
H -1.10456 -3.91977 -5.09390
H -0.98574 -3.96059 -3.33293
H -1.56814 -0.38170 -0.99635
H 0.62779 -2.11032 -5.16350
C -0.60017 3.38939 0.72074
H 2.92742 -1.39622 1.59708
*
```

For the orbital gap, the calculation gives 9.06 eV. Its SMILES is CCC(=O)NCCc1nc2ccccc2n1Cc1ccc(C)cc1. Its HOMO energy is -8.33 eV. The calculation puts the relative energy (zero: lowest compared OMol25 entry of this formula, charge and spin) at 20.5 kJ/mol.

Atomic partial charges in e from the natural (NBO) method, atoms 1 to 8: atom 1 (C): -0.23, atom 2 (C): -0.24, atom 3 (H): 0.22, atom 4 (H): 0.39, atom 5 (H): 0.21, atom 6 (H): 0.22, atom 7 (C): 0.02, atom 8 (C): -0.22

Entry 4:
Here is one molecule with the formula C6H10OSi2 from OMol25. Energies are from ωB97M-V/def2-TZVPD.

Geometry as ORCA input:
```
! RIJCOSX wB97M-V def2-TZVPD def2/J DEFGRID3
* xyz 0 3
H 0.65250 -1.18564 -3.43305
H -1.37279 0.87549 -1.21870
C -0.15927 -0.71229 1.46319
H 1.95457 -1.92048 -0.87550
H 2.70495 1.36625 0.30166
O 0.29772 -0.91798 -2.55377
Si 2.63340 0.93794 -1.07669
H 0.80074 -1.17329 1.62505
H 4.10560 0.77754 -1.45752
C -1.27123 -0.53358 2.31466
C -1.25921 0.49789 -0.24928
Si 1.20484 -0.78530 -1.22254
C -2.42758 0.60605 0.54338
H 2.39939 1.98789 -2.12796
C -2.46023 -0.00918 1.78297
H -1.14179 -0.78307 3.29877
H -3.21521 1.22376 0.29493
C -0.20621 -0.33957 0.08624
H -3.24019 0.08758 2.50415
*
```

For the orbital gap (alpha / beta), the calculation gives 5.32 / 6.31 eV. The expectation value of S² is 2.027. Its HOMO energy (alpha / beta) is -4.88 / -9.15 eV. The calculation puts the relative energy (zero: lowest compared OMol25 entry of this formula, charge and spin) at 79.8 kJ/mol.

Atomic partial charges in e from the natural (NBO) method, atoms 1 to 8: atom 1 (H): 0.51, atom 2 (H): 0.21, atom 3 (C): -0.19, atom 4 (H): -0.21, atom 5 (H): -0.13, atom 6 (O): -1.09, atom 7 (Si): 0.28, atom 8 (H): 0.20

| no. | F_max (eV Å⁻¹) | electronic energy (Ha) |
| --- | --- | --- |
| 1 | 6.35 | -1833.7986 |
| 2 | 0.48 | -1182.0795 |
| 3 | 0.74 | -1015.4882 |
| 4 | 5.56 | -888.6689 |